105
Properties=species:S:1:pos:R:3 method="wB97M-V/def2-TZVPD" total_charge=+4 e_above_lowest_kj_mol=234.1 e_tot_ev=-128541.90123 e_homo_ev=-15.75 e_lumo_ev=-11.01 spin_multiplicity=1
Sb -1.34978 0.49734 -3.27991
Ti 0.24972 0.30714 0.96639
S -1.87038 0.77404 -0.02561
S 1.49342 2.27674 1.50279
P -0.27818 -0.13866 4.13839
F -0.46468 -0.07766 -9.42851
F -0.78538 6.71244 -3.18261
F 4.58942 -0.65906 -1.49431
O 1.90002 -2.39886 2.84319
O -0.54008 -0.11956 2.62829
O 1.70552 -0.72416 1.41769
O -0.51618 -1.42606 4.82819
N -1.96768 0.29994 6.18569
N 1.49602 -6.91676 1.48499
N 1.08462 4.52414 0.02759
N 3.30612 -7.81776 2.62989
N -0.15678 -1.77706 0.03739
N 2.25862 -0.76506 4.83949
N -4.38148 1.29314 0.82419
N 1.16002 -8.34076 3.25569
N -2.89698 2.66794 1.68379
N -0.70878 3.87784 1.12289
C 0.57092 3.58694 0.84799
C -0.40768 1.37204 -6.14081
C -1.20938 -0.98066 -7.40171
C 2.55272 0.40244 -1.06571
C -5.05878 2.20824 1.57519
C 1.53472 -0.70246 -3.41311
C -1.46768 1.04694 5.00999
C 1.49022 -1.92446 1.78569
C 0.09742 5.42884 -0.23121
C -3.06858 1.59514 0.90129
C 2.43812 4.61254 -0.45801
C -0.95848 0.33174 -5.40431
C 0.71172 0.09174 -2.61831
C -4.97388 0.19384 0.10859
C 1.99772 -7.70376 2.43989
C -4.13688 3.05514 2.10469
C -1.11468 2.63964 -3.16231
C 1.22652 0.63814 -1.44021
C 1.47562 0.43714 4.50839
C 0.58632 -2.75236 0.85659
C 2.84512 -0.96516 -3.04901
C -1.01038 5.02344 0.44829
C -0.62448 0.05544 -8.12061
C 0.24062 4.61494 -3.32761
C 3.33312 -0.41536 -1.87211
C 1.36622 -3.77546 0.00349
C -0.90928 5.38324 -3.22921
C -2.25538 3.42964 -3.10011
C -1.38158 -0.82956 -6.04131
C 2.22662 -6.16966 0.47589
C -2.16298 4.80944 -3.11571
C 0.13492 3.23654 -3.27631
C 2.33072 -4.66586 0.81159
C -0.22138 1.23304 -7.50191
B -1.55898 3.21794 2.23379
H -1.52628 -1.86976 -7.92071
H 3.98112 -7.40986 2.00259
H -1.00988 1.99554 5.28179
H 1.91172 0.96214 3.64859
H 0.20422 -1.76776 -0.92321
H -1.79138 4.02494 3.06279
H 3.22012 -0.54086 5.11949
H 1.03092 2.63214 -3.35641
H -1.97468 5.48194 0.51779
H 1.15542 -1.08186 -4.35441
H -6.03608 0.15394 0.34589
H -1.76428 -0.71016 5.95039
H 2.13702 -4.54006 1.87689
H -4.50948 -0.74886 0.40549
H -0.92578 2.27464 2.64799
H 1.92942 -3.23726 -0.76421
H 2.93262 3.64614 -0.35631
H 3.34932 -4.32816 0.62089
H 0.63202 -4.39976 -0.51081
H 3.67382 -8.45236 3.32209
H 1.46432 1.12544 5.35639
H -3.23238 2.96984 -3.04621
H 3.49272 -1.56286 -3.67221
H -0.10378 -3.28616 1.52549
H 0.16492 -8.36306 3.09989
H 0.49042 -6.86216 1.42969
H 0.26292 6.29374 -0.84161
H 1.51632 -8.95616 3.96979
H 3.01752 0.87264 -0.20211
H -2.28698 1.25994 4.32149
H -4.85548 0.30974 -0.97101
H 3.22322 -6.59216 0.36399
H 1.18882 5.11144 -3.47001
H -2.96978 0.43334 6.37219
H -1.14578 -2.02756 -0.01551
H -6.12408 2.19564 1.66929
H 1.71682 -6.31536 -0.47861
H -3.03578 5.43844 -3.05031
H 2.26602 -1.45196 3.98499
H -4.28318 3.89334 2.75319
H 2.99312 5.35884 0.11389
H -0.10838 2.29174 -5.65931
H 0.63502 1.40214 -0.89631
H 2.43312 4.92184 -1.50291
H -1.84818 -1.61896 -5.46671
H -1.47518 0.53074 7.05889
H 1.79582 -1.30016 5.58689
H 0.22182 2.01454 -8.09751